{"formula": "C26H42O14S5Zn", "method": "ωB97M-V/def2-TZVPD", "elements": ["Zn", "C", "C", "C", "O", "C", "C", "C", "O", "O", "O", "H", "H", "C", "C", "C", "S", "O", "O", "C", "H", "H", "H", "H", "H", "H", "H", "H", "C", "C", "C", "S", "O", "O", "C", "H", "H", "H", "H", "H", "H", "H", "H", "C", "C", "C", "S", "O", "O", "C", "H", "H", "H", "H", "H", "H", "H", "H", "C", "C", "C", "S", "O", "O", "C", "H", "H", "H", "H", "H", "H", "H", "H", "C", "C", "C", "S", "O", "O", "C", "H", "H", "H", "H", "H", "H", "H", "H"], "xyz": [[-0.530, 0.209, 0.237], [4.705, 0.707, -1.282], [4.701, 1.194, -2.629], [3.325, 1.436, -3.321], [3.285, 1.756, -4.498], [2.153, 1.270, -2.518], [2.218, 0.952, -1.181], [3.538, 0.579, -0.539], [3.485, 0.191, 0.663], [1.190, 0.891, -0.438], [5.712, 1.440, -3.267], [5.657, 0.427, -0.851], [1.196, 1.525, -2.963], [1.965, 1.824, 5.102], [2.389, 2.564, 3.827], [2.575, 1.488, 2.766], [1.241, 0.331, 3.064], [1.786, -0.993, 3.170], [0.153, 0.600, 2.143], [0.749, 0.991, 4.657], [1.663, 2.460, 5.930], [2.734, 1.112, 5.414], [3.329, 3.092, 3.994], [1.642, 3.329, 3.602], [3.480, 0.926, 2.991], [2.599, 1.782, 1.721], [0.360, 0.222, 5.318], [-0.065, 1.672, 4.393], [-0.041, 4.374, -2.174], [-0.549, 5.485, -1.242], [-1.086, 4.753, -0.012], [-1.868, 3.252, -0.648], [-3.304, 3.343, -0.678], [-1.270, 2.119, 0.010], [-1.210, 3.408, -2.306], [0.912, 3.938, -1.884], [0.058, 4.752, -3.196], [-1.379, 6.031, -1.695], [0.232, 6.184, -0.951], [-1.827, 5.245, 0.613], [-0.259, 4.368, 0.588], [-1.992, 3.838, -2.927], [-0.939, 2.418, -2.671], [-5.018, -2.324, 2.168], [-5.367, -1.274, 1.099], [-4.886, 0.059, 1.652], [-3.255, -0.330, 2.270], [-3.023, 0.394, 3.490], [-2.296, -0.224, 1.195], [-3.583, -2.065, 2.611], [-5.204, -3.326, 1.786], [-5.671, -2.226, 3.038], [-6.448, -1.258, 0.970], [-4.888, -1.541, 0.156], [-5.442, 0.227, 2.580], [-4.935, 0.960, 1.049], [-3.375, -2.132, 3.683], [-2.765, -2.680, 2.231], [3.131, -3.469, 1.498], [2.263, -4.707, 1.211], [0.852, -4.190, 0.958], [1.127, -2.757, -0.073], [0.273, -1.664, 0.333], [1.090, -3.131, -1.465], [2.833, -2.478, 0.387], [4.188, -3.710, 1.579], [2.822, -3.056, 2.460], [2.283, -5.404, 2.051], [2.639, -5.265, 0.351], [0.342, -3.934, 1.885], [0.283, -4.953, 0.428], [2.954, -1.420, 0.658], [3.415, -2.691, -0.509], [-0.350, -2.613, -4.515], [-1.865, -2.531, -4.671], [-2.339, -2.030, -3.320], [-1.322, -0.564, -3.112], [-1.134, -0.319, -1.698], [-1.833, 0.493, -3.944], [0.126, -1.314, -3.872], [0.209, -2.920, -5.399], [-0.101, -3.429, -3.826], [-2.363, -3.459, -4.950], [-2.120, -1.786, -5.431], [-1.999, -2.650, -2.486], [-3.391, -1.771, -3.227], [0.859, -1.452, -3.080], [0.575, -0.571, -4.532]], "forces_ev_per_angstrom": [[1.241, 0.474, -0.506], [-0.663, -0.140, -0.072], [0.080, 0.052, 0.083], [0.074, -0.070, -0.019], [0.039, 0.021, -0.154], [-0.064, 0.194, 0.358], [-0.218, -0.224, -1.000], [1.011, 0.233, -0.092], [0.153, 0.086, 0.054], [-0.491, 0.236, 0.696], [0.165, -0.034, -0.198], [0.029, 0.101, 0.115], [-0.045, -0.045, -0.038], [-0.622, -0.804, -0.206], [0.360, 0.299, 0.698], [-0.187, 0.395, 0.547], [1.170, 0.611, -0.261], [-0.424, -0.541, 0.177], [-0.632, -0.100, 0.325], [-0.264, 0.588, -0.378], [0.251, 0.109, 0.032], [0.182, 0.308, 0.173], [0.000, -0.011, -0.107], [-0.070, -0.174, -0.300], [0.010, -0.042, -0.225], [-0.196, -0.080, 0.118], [0.258, -0.158, 0.011], [-0.087, -0.095, 0.137], [-0.613, 0.681, -1.120], [-0.185, -0.309, 0.407], [0.109, -0.629, 0.296], [-0.009, 0.743, -1.220], [-0.179, 0.033, 0.327], [-0.086, -0.153, 0.649], [0.353, -0.596, 0.436], [-0.137, -0.236, 0.241], [0.519, 0.209, 0.189], [0.174, 0.085, -0.198], [-0.015, 0.071, -0.054], [0.079, 0.225, -0.056], [-0.069, 0.119, 0.130], [-0.119, -0.053, 0.057], [-0.097, 0.038, 0.032], [-0.102, -0.129, 0.002], [-0.375, -0.133, 0.065], [-0.184, -0.538, 0.680], [-0.377, 0.550, 0.211], [0.260, -0.118, -0.046], [-0.188, -0.372, -0.406], [0.979, -0.094, 0.921], [0.338, -0.066, -0.019], [-0.046, 0.205, -0.085], [0.050, 0.045, -0.257], [-0.026, 0.161, -0.069], [-0.005, 0.240, -0.067], [0.343, -0.114, -0.278], [-0.629, 0.027, 0.070], [-0.320, 0.137, -0.823], [-0.446, -0.278, 0.218], [0.551, -0.102, 0.476], [-0.046, -0.831, -0.020], [1.405, -0.068, -0.233], [-0.707, -0.453, 0.589], [-0.492, -0.269, -0.211], [-0.144, -0.224, 0.069], [0.044, 0.026, -0.196], [0.038, 0.104, -0.034], [-0.131, 0.029, 0.012], [-0.075, 0.151, -0.132], [0.063, 0.318, -0.040], [-0.264, 0.346, -0.188], [-0.002, 0.011, 0.011], [-0.081, 0.034, -0.115], [0.383, -0.969, 0.375], [-0.175, 0.059, -0.201], [0.217, 0.554, 0.363], [-0.065, -0.925, -0.773], [-0.354, 0.148, 0.042], [0.007, 0.279, 0.180], [0.677, 0.666, 0.243], [-0.190, 0.615, -0.328], [-0.248, 0.156, 0.186], [0.236, -0.132, 0.039], [-0.091, -0.046, -0.006], [-0.236, -0.297, -0.142], [0.010, 0.062, -0.025], [-0.085, -0.185, 0.083], [-0.300, 0.000, -0.226]], "gap_ev": 5.67, "lumo_ev": -0.268, "homo_energy_ev": -5.94, "total_charge": 0}